P) Entry from the OMol25 dataset: C7H8N2O in the gas phase (ωB97M-V with the def2-TZVPD basis set).

SMILES string: O=CC/C=C/n1cccn1
Total charge: 0
HOMO-LUMO gap in eV: 9.5
LUMO level in eV: 0.66

Element x y z (Å)
C -3.033 -0.163 -0.573
C -3.017 -0.873 0.685
C -1.827 0.496 -0.632
C 0.253 0.248 0.597
C 2.579 -0.277 -0.668
C 3.133 0.869 0.447
C 1.114 -0.492 -0.077
N -1.872 -0.654 1.271
N -1.097 0.112 0.479
O 2.543 1.031 1.446
H -3.943 -0.199 -1.151
H -3.904 -1.336 1.036
H -1.495 1.293 -1.193
H 2.127 0.180 -1.555
H 3.026 -1.162 -0.934
H 4.311 1.109 0.566
H 0.017 1.251 0.717
H 1.084 -1.433 -0.461

Q) Entry from the OMol25 dataset: 2 unconnected molecules or ions with the total composition C7H8N2O (ωB97M-V with the def2-TZVPD basis set).

SMILES string: C#Cc1cccnc1.[NH3+][O-]
Total charge: 0
HOMO-LUMO gap in eV: 9.1
LUMO level in eV: 0.37

Element x y z (Å)
C 1.827 -2.319 -0.597
C 0.780 -1.452 -0.760
C 3.105 -1.799 -0.444
C 2.337 0.327 -0.459
C 1.055 -0.056 -0.711
C -0.764 1.806 -1.092
C 0.066 0.999 -0.824
N 3.320 -0.517 -0.311
N -2.813 1.243 1.286
O -3.464 1.676 0.146
H 1.813 -3.478 -0.585
H -0.343 -1.724 -0.872
H 3.966 -2.414 -0.503
H 2.713 1.303 -0.335
H -2.772 0.214 1.390
H -1.607 2.424 -1.223
H -1.875 1.641 1.435
H -3.383 1.712 1.990

Best to worst by energy: Q), P).

P) Entry from the OMol25 dataset: C7H8N2O in the gas phase (ωB97M-V with the def2-TZVPD basis set).

SMILES string: CC(=O)Nc1ccccn1
Total charge: 0
HOMO-LUMO gap in eV: 9.9
LUMO level in eV: 0.85

Element x y z (Å)
C 0.832 -2.303 -2.360
C 0.150 -1.822 -1.045
C -0.003 0.469 0.158
C -0.609 -0.052 1.272
C -0.950 0.925 2.227
C -0.657 2.238 1.954
C 0.107 2.611 0.829
H 0.324 -1.986 -3.171
H 0.469 -3.504 -2.173
H 2.015 -2.114 -2.443
H 0.845 0.308 -1.685
H -0.952 -0.985 1.473
H -1.448 0.638 3.050
H -0.851 3.031 2.673
H 0.339 3.809 0.502
N 0.461 -0.468 -0.920
N 0.376 1.686 -0.099
O -0.448 -2.483 -0.239

Q) Entry from the OMol25 dataset: C7H8N2O in the gas phase (ωB97M-V with the def2-TZVPD basis set).

SMILES string: CC(=O)c1ccnc(C)n1
Total charge: 0
HOMO-LUMO gap in eV: 9.3
LUMO level in eV: -0.41

Element x y z (Å)
O 1.434 1.595 2.300
N -0.395 0.533 -2.219
N -0.283 -0.427 -0.087
C 0.810 0.655 1.829
C -0.602 -0.482 -1.366
C 0.252 1.599 -1.774
C 0.364 0.625 0.413
C 0.665 1.682 -0.441
C 0.452 -0.524 2.752
C -1.227 -1.733 -1.852
H 0.440 2.428 -2.465
H 1.171 2.559 -0.114
H 0.875 -0.300 3.740
H 0.849 -1.423 2.370
H -0.659 -0.712 2.860
H -0.456 -2.445 -1.900
H -1.643 -1.602 -2.836
H -2.047 -2.029 -1.209

Best to worst by energy: Q), P).

P) Entry from the OMol25 dataset: C2H5NOS in the gas phase (ωB97M-V with the def2-TZVPD basis set).

SMILES string: CC(=O)SN
Total charge: 0
HOMO-LUMO gap in eV: 9.7
LUMO level in eV: 0.40

Element x y z (Å)
C 0.632 0.401 -0.054
C 1.764 -0.566 -0.049
N -2.730 0.137 -0.056
O 0.700 1.581 0.026
S -1.038 -0.511 -0.095
H 1.462 -1.648 -0.304
H 1.942 -0.479 1.061
H 2.703 -0.370 -0.582
H -2.511 0.806 -0.783
H -2.925 0.648 0.836

Q) Entry from the OMol25 dataset: a molecular structure, C2H5NOS (ωB97M-V with the def2-TZVPD basis set).

Total charge: 0
HOMO-LUMO gap in eV: 10.1
LUMO level in eV: 0.63

Element x y z (Å)
C -0.520 1.608 0.029
C -0.822 -0.787 -0.074
H -0.330 1.995 1.057
H -1.708 1.295 0.106
H -0.338 2.644 -0.729
H 1.954 0.084 1.165
H -0.457 -1.924 0.198
N -0.016 0.248 -0.224
O -1.982 -0.729 0.080
S 1.556 -0.308 -0.038

Best to worst by energy: P), Q).

P) Entry from the OMol25 dataset: C3H4O3 in the gas phase (ωB97M-V with the def2-TZVPD basis set).

Total charge: 0
HOMO-LUMO gap (spin up / spin down) in eV: 8.1 / 9.3
LUMO level (spin up / spin down) in eV: -0.82 / -0.39

Element x y z (Å)
C 1.410 0.964 -0.905
C 1.058 -0.083 -0.223
C -0.320 -0.578 0.197
O 3.461 0.782 0.163
O 2.000 -0.905 0.526
O 3.304 -0.498 0.076
H 1.354 1.846 -1.411
H -0.301 -1.576 0.582
H -0.997 -0.561 -0.681
H -0.541 0.303 0.856

Q) Entry from the OMol25 dataset: a molecular structure, C3H4O3 (ωB97M-V with the def2-TZVPD basis set).

Total charge: 0
HOMO-LUMO gap in eV: 9.7
LUMO level in eV: 0.04

Element x y z (Å)
O -1.772 -0.879 0.621
C -0.968 0.140 0.089
C 0.509 -0.253 0.263
O 0.954 -0.683 1.293
C 1.453 0.141 -1.001
O 1.339 1.226 -0.434
H -1.362 -1.178 1.445
H -1.181 0.214 -0.977
H -1.188 1.119 0.551
H 2.214 0.153 -1.849

R) Entry from the OMol25 dataset: C3H4O3 in the gas phase (ωB97M-V with the def2-TZVPD basis set).

SMILES string: O=CC(O)C=O
Total charge: 0
HOMO-LUMO gap in eV: 10.0
LUMO level in eV: 0.11

Element x y z (Å)
C 0.209 0.252 0.307
C 1.187 -0.998 0.014
C -1.144 -0.105 -0.270
H -0.190 2.200 0.012
H -0.051 0.266 1.527
H 0.723 -2.030 0.004
H -1.583 0.826 -0.860
O 0.515 1.396 -0.252
O 2.285 -0.761 -0.321
O -1.952 -1.046 -0.161

Best to worst by energy: R), Q), P).

P) Entry from the OMol25 dataset: C3H4O3 in the gas phase (ωB97M-V with the def2-TZVPD basis set).

SMILES string: O=CC(=O)CO
Total charge: 0
HOMO-LUMO gap in eV: 9.7
LUMO level in eV: -0.47

Element x y z (Å)
O -2.007 -0.483 0.413
C -0.773 0.155 0.601
C 0.244 -0.350 -0.449
O 0.153 -1.461 -0.913
C 1.491 0.538 -0.642
O 1.818 0.974 0.434
H -1.845 -1.309 -0.065
H -0.902 1.232 0.455
H -0.408 0.020 1.638
H 2.229 0.683 -1.472

Q) Entry from the OMol25 dataset: 2 unconnected molecules or ions with the total composition C3H4O3 (ωB97M-V with the def2-TZVPD basis set).

Total charge: 0
HOMO-LUMO gap (spin up / spin down) in eV: 7.8 / 8.4
LUMO level (spin up / spin down) in eV: -0.14 / 0.13

Element x y z (Å)
C -0.194 0.620 0.924
C -0.166 -1.797 0.240
C 0.210 1.574 -0.114
O -0.827 0.732 1.950
O -0.970 -2.635 0.532
O 0.571 -1.586 -0.843
H 0.328 2.537 0.345
H 1.099 1.328 -0.625
H -0.575 1.449 -0.844
H 0.525 -2.223 -1.566

R) Entry from the OMol25 dataset: C3H4O3 in the gas phase (ωB97M-V with the def2-TZVPD basis set).

Total charge: 0
HOMO-LUMO gap in eV: 8.5
LUMO level in eV: -0.53

Element x y z (Å)
O 1.032 -0.446 1.470
C 0.087 -0.135 0.630
C -0.295 -0.986 -0.533
O -0.866 0.095 -1.247
C -0.358 1.150 -0.398
O -0.886 2.232 -0.260
H 1.068 0.224 2.175
H 0.793 1.078 -0.544
H -1.075 -1.696 -0.224
H 0.500 -1.517 -1.069

Best to worst by energy: P), Q), R).

P) Entry from the OMol25 dataset: C3H4O3 in the gas phase (ωB97M-V with the def2-TZVPD basis set).

SMILES string: O=C1CC1(O)O
Total charge: 0
HOMO-LUMO gap in eV: 9.8
LUMO level in eV: 0.39

Element x y z (Å)
C -0.177 1.317 -0.966
C 0.959 0.464 -0.422
C -0.594 0.190 -0.106
O -0.474 2.210 -1.684
O -1.269 -0.944 -0.637
O -1.023 0.571 1.136
H 1.452 0.042 -1.262
H 1.389 0.822 0.477
H -0.770 -1.804 -0.489
H -0.432 0.082 1.776

Q) Entry from the OMol25 dataset: a molecular structure, C3H4O3 (ωB97M-V with the def2-TZVPD basis set).

Total charge: 0
HOMO-LUMO gap in eV: 10.7
LUMO level in eV: 0.67

Element x y z (Å)
C -0.654 0.170 0.070
C -1.929 0.048 0.010
C 0.736 0.268 -0.212
O 0.241 0.678 0.977
O 1.472 -1.315 0.183
O 1.620 0.951 -0.903
H -2.463 0.359 0.862
H -2.565 -0.195 -0.919
H 0.970 -1.639 0.901
H 2.572 0.675 -0.969

R) Entry from the OMol25 dataset: C3H4O3 in the gas phase (ωB97M-V with the def2-TZVPD basis set).

SMILES string: O=C[C@@H]1O[C@@H]1O
Total charge: 0
HOMO-LUMO gap in eV: 10.9
LUMO level in eV: 0.71

Element x y z (Å)
O 1.032 0.256 -0.855
C 0.055 -0.688 -0.385
C -0.287 0.691 -0.772
O -0.558 1.634 0.200
C 0.137 -1.040 1.067
O -0.188 -2.126 1.481
H 0.250 2.155 0.312
H -0.150 -1.519 -1.058
H -0.792 0.874 -1.722
H 0.501 -0.235 1.733

S) Entry from the OMol25 dataset: C3H4O3 in the gas phase (ωB97M-V with the def2-TZVPD basis set).

SMILES string: O=C(O)[C@H]1CO1
Total charge: 0
HOMO-LUMO gap in eV: 11.0
LUMO level in eV: 0.48

Element x y z (Å)
C -0.819 0.149 -0.047
C 0.523 -0.551 -0.271
C 1.691 0.274 -0.479
H -1.692 -1.584 -0.155
H 0.440 -1.589 -0.729
H 1.538 1.401 -0.465
H 2.536 -0.075 -1.119
O -1.911 -0.641 -0.043
O -0.907 1.347 0.127
O 1.420 -0.379 0.823

Best to worst by energy: S), R), P), Q).